Entry 1:
Here is a 4-piece molecular cluster, C3H15NO4 overall from the Open Molecules 2025 dataset. Energies are from ωB97M-V/def2-TZVPD.

The geometry in XYZ format:
```
23
Properties=species:S:1:pos:R:3:forces:R:3
C -0.375 -0.371 1.666 -0.9 -2.2 -0.5
C -0.848 0.063 0.320 -1.8 -0.8 -1.0
C -1.861 1.154 0.546 -1.6 1.6 -1.9
O -1.880 1.965 -0.692 0.0 -0.9 0.5
N 0.880 -1.081 1.566 -1.9 -2.0 -2.0
H -1.132 -0.985 2.151 -0.2 -0.5 -0.1
H -0.391 0.456 2.328 0.9 1.0 0.5
H -1.351 -0.711 -0.398 0.5 0.4 2.1
H -0.036 0.271 -0.318 1.1 1.3 -0.3
H -1.702 1.838 1.431 0.0 -0.9 -0.8
H -2.884 0.656 0.590 1.0 0.8 0.5
H -2.042 2.916 -0.594 -0.1 0.0 0.6
H 0.881 -2.102 1.648 -0.4 0.8 0.3
H 1.539 -0.665 2.082 3.2 1.6 2.6
H 2.313 0.187 0.041 -0.1 -0.2 -0.4
H 3.000 1.390 -0.708 0.5 0.1 -1.6
O 2.629 1.089 0.091 -0.4 0.1 2.2
H -1.819 1.065 -2.630 0.7 -0.9 -0.2
H -1.437 -0.273 -2.028 0.1 0.8 -1.8
O -1.401 0.205 -2.910 -0.7 0.1 1.7
H 2.030 -2.437 -0.969 0.1 -0.6 0.2
H 2.263 -2.117 0.443 0.0 0.0 0.2
O 2.292 -2.883 -0.142 0.1 0.4 -0.7
```
Forces are in eV/Å.

The net charge is -1. Its LUMO energy (spin up / spin down) is 3.29 / 3.23 eV. The value obtained for the maximum force is 4.4 eV/Å. For the energy relative to the best compared isomer or geometry (same formula, charge and spin), the calculation gives 176.3 kJ/mol. The calculation puts the frontier orbital gap (spin up / spin down) at 2.31 / 9.74 eV. The total energy comes out at -478.9150 a.u. The value obtained for the highest occupied orbital energy (spin up / spin down) is 0.0359 / -0.2393 Ha. As for the spin multiplicity: 2.

Entry 2:
Here is C21H40IrN2O2PS2 as an isolated structure from the Open Molecules 2025 dataset. Energies are from ωB97M-V/def2-TZVPD.

The geometry in XYZ format:
```
69
Properties=species:S:1:pos:R:3:forces:R:3
Ir -0.051 0.284 -0.651 -1.5 0.9 1.1
O -0.615 0.818 1.482 -0.1 0.4 -0.1
C -0.784 2.219 1.823 0.0 0.1 0.1
C 0.502 2.766 2.410 0.0 -0.1 0.0
C 1.705 2.289 1.592 -0.1 0.1 0.1
C 1.644 2.786 0.189 0.0 -0.2 -0.3
C 2.182 4.041 -0.074 0.0 -0.1 0.1
C 2.183 4.571 -1.343 0.1 0.1 0.0
C 1.616 3.819 -2.357 -0.1 0.0 -0.1
C 1.073 2.600 -2.044 0.0 0.2 0.4
N 1.056 2.057 -0.803 0.8 0.1 -0.2
H -0.212 0.365 2.237 0.0 -0.2 -0.1
H -1.620 2.342 2.511 0.0 -0.2 0.0
H -1.046 2.699 0.880 0.0 0.1 0.0
H 0.641 2.428 3.440 -0.1 0.0 0.0
H 0.424 3.854 2.438 0.1 0.0 0.0
H 1.741 1.211 1.581 0.2 -0.1 0.2
H 2.629 2.622 2.062 0.0 0.1 -0.1
H 2.624 4.584 0.750 0.0 0.0 0.0
H 2.622 5.539 -1.541 0.0 0.0 0.0
H 1.590 4.168 -3.379 0.0 0.0 0.0
H 0.618 2.022 -2.809 -0.2 -0.1 -0.2
C -4.912 -0.843 -1.954 -0.1 0.0 0.1
C -5.207 -1.407 -0.569 0.1 -0.1 0.0
C -4.501 -0.679 0.570 -0.1 0.2 -0.2
S -2.762 -0.963 0.916 0.2 0.2 -0.1
O -1.978 -0.621 -0.415 0.1 -0.9 -0.1
C -2.801 -2.752 1.255 0.2 -0.1 -0.1
C -2.413 -3.727 0.154 0.1 0.0 0.0
C -0.909 -3.902 0.022 0.0 -0.1 0.0
H -5.351 -1.475 -2.725 0.0 0.0 0.0
H -3.844 -0.773 -2.133 0.1 -0.1 0.0
H -5.338 0.156 -2.061 0.0 0.0 0.0
H -4.993 -2.477 -0.523 0.0 0.0 0.0
H -6.276 -1.306 -0.373 0.0 -0.1 0.1
H -4.924 -0.951 1.542 -0.1 0.1 0.0
H -4.586 0.406 0.463 0.0 0.0 0.0
H -3.825 -2.923 1.588 0.0 0.1 0.0
H -2.147 -2.872 2.120 0.0 0.0 0.0
H -2.852 -3.418 -0.792 -0.1 0.0 -0.1
H -2.865 -4.687 0.412 -0.1 0.0 0.0
H -0.440 -2.986 -0.325 0.1 0.1 0.0
H -0.669 -4.697 -0.684 0.0 0.0 0.0
H -0.457 -4.170 0.979 0.0 0.0 0.0
S 1.574 -0.823 0.488 0.5 -0.5 -0.5
C 2.049 -2.146 -0.455 -0.2 0.2 0.2
N 2.377 -3.047 -1.095 0.1 0.0 0.0
C 2.359 -0.372 -4.794 0.1 0.0 0.1
C 2.128 -0.271 -3.280 0.0 0.2 -0.2
P 0.385 -0.405 -2.797 0.0 -0.3 -0.1
C -0.075 -2.114 -3.154 0.0 -0.1 0.0
C -1.572 -2.386 -3.245 0.0 -0.1 -0.1
C -0.556 0.558 -4.038 -0.3 0.1 0.2
C -1.931 1.037 -3.556 0.1 0.0 0.0
H 3.431 -0.357 -4.982 0.0 0.0 0.0
H 1.921 0.462 -5.341 0.0 0.0 0.0
H 1.974 -1.301 -5.212 0.0 0.0 0.0
H 2.517 0.677 -2.897 0.0 -0.1 0.0
H 2.658 -1.066 -2.763 0.1 -0.1 0.1
H 0.411 -2.736 -2.406 0.0 -0.1 0.0
H 0.408 -2.334 -4.109 0.0 -0.1 0.0
H -2.090 -2.025 -2.363 -0.1 0.0 0.1
H -1.745 -3.458 -3.332 0.0 0.0 0.0
H -2.014 -1.917 -4.124 0.0 0.0 0.0
H -0.647 -0.088 -4.913 0.0 0.0 0.0
H 0.055 1.399 -4.356 0.0 0.0 -0.2
H -2.636 0.214 -3.485 0.0 0.0 0.0
H -2.343 1.773 -4.244 0.0 0.0 0.0
H -1.883 1.509 -2.566 0.0 0.0 0.0
```
Forces are in eV/Å.

The net charge is +2. Its LUMO energy is -7.51 eV. The value obtained for the maximum force is 2.1 eV/Å. The calculation puts the frontier orbital gap at 7.10 eV. The total energy comes out at -2325.6973 a.u. The value obtained for the highest occupied orbital energy is -0.5366 Ha.

Entry 3:
Here is C45H25CoI4N5O4 as an isolated structure from the Open Molecules 2025 dataset. Energies are from ωB97M-V/def2-TZVPD.

The geometry in XYZ format:
```
84
Properties=species:S:1:pos:R:3:forces:R:3
Co 0.061 0.063 0.035 -0.9 1.1 1.1
I -8.221 -4.663 2.532 0.3 0.1 -0.4
C -6.453 -3.805 1.757 1.0 0.1 1.2
C -6.374 -3.216 0.511 0.0 -0.1 -0.6
C -5.190 -2.549 0.112 -0.7 0.0 1.5
C -4.198 -2.380 1.067 1.5 1.2 0.1
C -4.279 -2.951 2.369 0.1 0.2 -1.9
C -5.352 -3.722 2.679 -1.4 -0.6 0.0
C -2.983 -1.518 0.748 0.2 -0.6 -1.0
C -2.452 -0.611 1.629 0.6 -0.1 1.5
C -3.123 -0.106 2.815 -1.0 1.0 -0.5
C -2.418 0.953 3.298 1.2 0.3 -0.5
C -1.127 0.940 2.556 1.0 -0.5 0.4
C 0.101 1.604 2.943 -2.3 -0.6 -0.2
C 0.036 2.655 4.002 -0.6 0.2 1.2
C -0.746 2.574 5.217 0.8 1.2 -1.2
C -0.879 3.683 6.062 -0.7 0.2 0.0
C -0.357 4.914 5.703 0.4 0.6 -0.7
I -0.717 6.677 6.893 0.1 -0.9 -0.6
C 0.388 5.023 4.525 1.0 0.4 -0.2
C 0.690 3.879 3.771 -0.8 -0.1 0.9
C 1.318 1.304 2.305 0.7 -1.1 -1.3
N 1.465 0.394 1.219 2.1 1.3 1.7
C 2.860 0.244 1.039 -0.8 -0.3 -0.8
C 3.431 -0.465 -0.085 -1.2 0.0 -0.7
C 4.903 -0.876 -0.074 -0.8 0.3 0.9
C 5.771 -0.732 -1.175 0.7 -0.3 0.7
C 7.046 -1.304 -1.190 0.5 -1.0 0.5
C 7.543 -2.045 -0.058 -1.1 1.0 -1.1
I 9.363 -3.159 -0.194 -0.8 0.6 0.1
C 6.775 -1.990 1.099 -0.2 0.5 0.8
C 5.463 -1.392 1.112 2.1 -0.9 -0.5
C 2.579 -0.703 -1.210 1.5 0.2 1.3
C 3.073 -0.965 -2.527 0.1 -0.1 -0.7
C 2.130 -0.614 -3.424 -0.6 1.0 0.7
C 0.987 -0.177 -2.661 -0.6 -0.9 0.6
N 1.224 -0.398 -1.318 1.7 0.5 -1.4
C -0.314 0.050 -3.152 0.3 0.0 0.9
C -1.289 -0.612 -2.306 -2.0 -1.3 0.5
C -2.311 -1.528 -2.773 0.9 1.2 0.5
C -2.924 -2.141 -1.718 1.8 1.6 0.8
C -2.383 -1.548 -0.547 0.5 0.1 -0.1
N -1.293 -0.698 -0.915 -1.9 -0.8 -2.6
C -0.579 0.739 -4.404 -0.1 -0.3 -1.2
C -1.852 0.778 -5.037 0.0 -0.1 1.3
C -2.014 1.391 -6.272 -0.5 0.0 -1.8
C -0.915 1.885 -7.034 0.2 0.3 1.3
I -1.035 2.685 -9.019 -0.2 -0.4 0.9
C 0.328 1.978 -6.370 -0.8 -0.5 -0.4
C 0.457 1.391 -5.119 -1.0 0.1 -0.3
C 3.563 1.041 1.959 -0.1 0.6 -0.2
C 2.609 1.734 2.697 0.7 -0.4 0.9
N -1.182 -0.034 1.530 -0.9 1.9 1.6
H -7.219 -3.278 -0.186 0.3 0.0 0.4
H -5.087 -2.006 -0.820 -0.4 -0.3 0.1
H -3.451 -2.834 3.035 0.3 0.0 0.3
H -5.334 -4.269 3.635 -0.4 0.4 -0.5
H -4.180 -0.308 3.054 0.8 -0.1 -0.1
H -2.703 1.754 4.022 0.2 -1.2 -0.8
H -1.348 1.728 5.453 0.1 -0.7 0.1
H -1.555 3.692 6.925 0.4 -0.5 -0.2
H 0.811 5.986 4.148 -0.4 -0.8 0.7
H 1.454 3.893 3.021 -0.2 0.5 -0.7
H 5.483 -0.075 -1.970 -0.1 -0.1 -0.4
H 7.673 -1.227 -2.092 -0.4 0.1 0.5
H 7.224 -2.302 2.080 -0.7 0.0 -1.1
H 5.044 -1.381 2.114 -0.7 0.1 -0.5
H 4.044 -1.275 -2.830 0.4 -0.4 0.2
H 2.142 -0.577 -4.489 0.3 -0.2 -0.4
H -2.614 -1.674 -3.764 0.1 -0.2 -1.4
H -3.600 -2.926 -1.780 -1.1 -1.0 0.0
H -2.694 0.354 -4.424 0.7 0.7 -1.2
H -3.021 1.426 -6.756 0.9 -0.1 0.6
H 1.197 2.465 -6.822 -0.4 -0.2 0.1
H 1.394 1.503 -4.680 1.4 0.2 0.9
H 4.644 1.255 1.936 -0.8 -0.5 0.2
H 2.852 2.342 3.583 -0.3 -0.2 -0.7
O 1.275 3.181 -2.091 -0.4 -0.3 -0.3
C 0.146 2.970 -1.643 1.7 -0.8 1.6
O -0.173 2.121 -0.722 -0.5 -0.4 -0.3
H -0.648 3.639 -1.933 -0.9 0.4 -0.4
O -0.794 -4.260 -0.923 1.8 -3.7 0.2
N -0.644 -5.483 -0.651 -4.9 3.4 1.5
O -1.519 -6.109 -0.033 3.1 0.4 -1.7
```
Forces are in eV/Å.

The net charge is -1. Its LUMO energy (spin up / spin down) is 1.15 / -1.11 eV. The value obtained for the maximum force is 6.2 eV/Å. For the energy relative to the best compared isomer or geometry (same formula, charge and spin), the calculation gives 109.8 kJ/mol. The calculation puts the frontier orbital gap (spin up / spin down) at 4.46 / 3.38 eV. The total energy comes out at -4877.9697 a.u. The value obtained for the highest occupied orbital energy (spin up / spin down) is -0.1217 / -0.1648 Ha. As for the spin multiplicity: 5.